Below is the ion C5H9N2O2 with charge +1 at a distorted geometry, with properties calculated with wB97M-V/def2-TZVPD.

```
18
Properties=species:S:1:pos:R:3:forces:R:3
C -1.5953 0.0380 0.0127 -0.3 3.2 0.2
C 1.5622 1.0259 0.0063 0.9 0.9 1.5
C 1.6629 -0.1211 -0.9730 1.0 -0.3 4.0
C 0.4013 0.7108 0.9404 -0.7 -0.8 -1.6
C 0.4375 -0.8400 0.7797 -0.8 -0.1 -0.3
N -0.8860 -1.0696 0.0825 3.5 -4.2 1.3
N -2.8280 0.0028 -0.4717 -3.3 -3.1 -2.5
O -0.9761 1.1174 0.5007 2.3 1.0 1.0
O 1.4626 -1.2502 -0.0418 -0.8 0.3 0.1
H 2.4379 1.1216 0.7790 -1.1 0.0 -2.1
H 1.3162 1.9164 -0.5252 0.5 1.1 -0.1
H 0.7943 -0.0273 -1.5432 -0.7 -0.3 -2.2
H 2.6756 -0.2856 -1.2619 0.2 0.1 -1.5
H 0.6111 1.1269 1.9056 -0.5 -0.1 0.6
H 0.4607 -1.3749 1.7037 -0.2 -0.6 0.6
H -1.1827 -2.0058 -0.1548 -0.1 -0.1 -0.1
H -3.0337 -0.9583 -1.0477 0.1 3.5 1.3
H -3.3206 0.8730 -0.6915 0.0 -0.5 -0.1
```
Positions in Å, forces in eV/Å.

charge = +1
multiplicity = 3
total energy = -455.43127 Eh
LUMO level (spin up / spin down) = -3.43 / -8.62 eV